# 1
C5H7NO | wB97M-V/def2-TZVPD

Last column: natural (NBO) charge in e.
CARTESIAN COORDINATES (ANGSTROEM)
O (0.841, -1.649, -0.996)  -0.47
N (-0.316, 1.584, -0.849)  -0.81
C (1.699, -1.097, -0.006)  0.07
C (-1.213, -0.147, 0.721)  -0.61
C (1.245, 0.073, 0.406)  -0.24
C (-0.170, -0.856, -1.289)  0.31
C (-0.089, 0.277, -0.267)  -0.10
H (-0.590, 2.239, -0.115)  0.36
H (-1.076, 1.499, -1.522)  0.37
H (-2.184, -0.041, 0.231)  0.22
H (-1.115, -1.191, 1.027)  0.22
H (1.709, 0.733, 1.127)  0.24
H (-1.178, 0.481, 1.620)  0.21
H (2.541, -1.723, 0.252)  0.21

Cartesian forces (eV/Å) of the 3 atoms listed first:
O -0.2 0.1 -0.2
N 0.0 0.1 0.0
C 0.0 0.2 0.2

Calculated values
E_LUMO = 0.6 eV
Energy above the lowest of the compared OMol25 structures with the same formula, charge and spin = 3.512 eV
Highest occupied orbital energy = -8.9 eV
Max |F| = 0.412 eV/A
Total energy = -8832.691 eV
HOMO-LUMO gap = 9.50 eV


# 2
C4H8ClN2P | wB97M-V/def2-TZVPD

Last column: natural (NBO) charge in e.
CARTESIAN COORDINATES (ANGSTROEM)
Cl (-1.747, 0.895, 2.047)  -0.26
P (0.043, 0.779, 1.214)  1.29
N (-0.001, 2.102, 0.053)  -0.64
N (-0.157, 1.675, -1.178)  -0.20
C (-0.218, 0.443, -1.368)  0.20
C (0.004, -0.511, -0.148)  -0.81
C (-0.549, -0.237, -2.713)  -0.66
C (0.851, -0.373, 2.721)  -0.83
H (1.748, 0.105, 3.166)  0.23
H (1.260, -1.293, 2.299)  0.24
H (1.014, -0.851, -0.307)  0.25
H (-0.797, -1.297, -2.569)  0.21
H (0.336, -0.042, -3.305)  0.23
H (-0.577, -1.414, -0.108)  0.26
H (-1.350, 0.240, -3.341)  0.23
H (0.139, -0.220, 3.537)  0.25

Cartesian forces (eV/Å) of the 3 atoms listed first:
Cl -1.3 0.2 0.7
P 0.8 -2.1 -1.8
N 1.0 1.2 3.3

Calculated values
E_LUMO (spin up / spin down) = -0.3 / -0.3 eV
Energy above the lowest of the compared OMol25 structures with the same formula, charge and spin = 2.373 eV
Highest occupied orbital energy (spin up / spin down) = -7.8 / -7.8 eV
SMILES = CC1=NN=[P@@](C)(Cl)C1
Max |F| = 4.449 eV/A
Total energy = -29066.134 eV
HOMO-LUMO gap (spin up / spin down) = 7.46 / 7.46 eV


# 3
C7H6O3S | wB97M-V/def2-TZVPD

Last column: natural (NBO) charge in e.
CARTESIAN COORDINATES (ANGSTROEM)
S (3.263, 0.315, -0.299)  1.37
O (1.930, 1.429, -0.241)  -0.68
O (3.919, 0.322, 0.963)  -0.89
O (2.137, -2.299, 0.060)  -0.51
C (-0.537, 1.697, -0.060)  -0.29
C (0.671, 0.816, -0.215)  0.43
C (-1.713, 1.141, 0.079)  -0.08
C (-0.749, -1.207, 0.064)  -0.42
C (-1.917, -0.331, -0.132)  -0.45
C (1.850, -1.152, -0.084)  0.43
C (0.595, -0.525, -0.111)  -0.28
H (-0.619, -1.685, 1.016)  0.23
H (-2.235, -0.369, -1.140)  0.23
H (-2.510, 1.790, 0.253)  0.21
H (-0.435, 2.747, 0.113)  0.23
H (-0.685, -2.108, -0.691)  0.23
H (-2.965, -0.582, 0.425)  0.23

Cartesian forces (eV/Å) of the 3 atoms listed first:
S -2.8 -0.8 -1.4
O -1.1 -0.6 -0.3
O 1.2 0.2 1.9

Calculated values
E_LUMO = -0.5 eV
Energy above the lowest of the compared OMol25 structures with the same formula, charge and spin = 1.649 eV
Highest occupied orbital energy = -8.9 eV
Max |F| = 4.287 eV/A
Total energy = -24331.265 eV
HOMO-LUMO gap = 8.45 eV


# 4
C5H8O | wB97M-V/def2-TZVPD

Last column: natural (NBO) charge in e.
CARTESIAN COORDINATES (ANGSTROEM)
O (-0.607, 2.239, -1.625)  -0.47
C (-1.519, -0.133, 0.669)  -0.42
C (-0.777, -0.871, -0.154)  -0.17
C (0.312, -1.808, 0.278)  -0.65
C (1.409, 1.779, -0.254)  -0.80
C (0.334, 2.015, -0.973)  0.74
H (1.266, -1.537, -0.192)  0.22
H (-2.290, 0.535, 0.296)  0.21
H (1.343, 1.089, 0.577)  0.27
H (0.445, -1.789, 1.365)  0.21
H (-0.953, -0.798, -1.228)  0.20
H (0.089, -2.839, -0.020)  0.22
H (2.330, 2.294, -0.490)  0.26
H (-1.382, -0.174, 1.749)  0.19

Cartesian forces (eV/Å) of the 3 atoms listed first:
O 0.9 -0.2 0.6
C 0.1 -0.1 -0.1
C -0.1 0.1 0.1

Calculated values
E_LUMO = 1.0 eV
Energy above the lowest of the compared OMol25 structures with the same formula, charge and spin = 1.822 eV
Highest occupied orbital energy = -9.2 eV
SMILES = C=C=O.C=CC
Max |F| = 1.043 eV/A
Total energy = -7360.433 eV
HOMO-LUMO gap = 10.21 eV